C13H29CaF8Li2NO8P | the ωB97M-V functional and the def2-TZVPD basis

The geometry in XYZ format:
```
63
Properties=species:S:1:pos:R:3:forces:R:3:nbo_charge:R:1
N -1.3072 -0.1710 3.0684 -0.019 -0.945 0.798 -0.819
C 0.0166 -0.6369 2.7497 1.281 3.405 -1.494 0.100
O 0.4308 -1.9078 2.7320 -2.122 -4.489 0.686 -0.507
C 0.8933 -2.3756 3.9210 0.055 -0.302 0.276 0.666
O 1.8705 -1.9274 4.4442 -0.007 0.283 -0.180 -0.554
H -1.2819 0.8416 3.0135 -0.062 0.053 -0.280 0.378
H -1.5365 -0.3573 4.0408 -0.098 -0.152 0.004 0.362
H 0.2067 -0.3162 1.7228 -0.123 0.429 -0.048 0.169
H 0.8306 -0.2816 3.3757 -0.194 2.089 0.811 0.075
H 0.2769 -3.1671 4.3548 0.144 -0.277 -0.149 0.150
Li 2.4379 -0.4684 2.4719 -0.361 9.433 10.216 0.894
F 2.4917 -1.3599 1.6144 1.866 -8.912 -11.489 -0.925
C -1.2844 6.0818 3.2546 0.152 -0.010 -0.024 -0.637
C -1.1771 4.6088 2.9146 -0.213 0.189 0.353 -0.063
O -0.7383 3.8551 4.0509 0.291 -0.174 -0.249 -0.755
H -0.3207 6.4631 3.6011 0.013 0.020 -0.060 0.194
H -1.6019 6.6637 2.3887 -0.039 0.018 0.022 0.221
H -2.0029 6.2372 4.0590 -0.105 -0.011 -0.080 0.230
H -0.4418 4.4484 2.1212 0.075 -0.109 0.017 0.133
H -2.1356 4.2196 2.5742 0.026 0.027 -0.129 0.191
H -1.3897 3.9825 4.7491 -0.010 -0.003 0.006 0.480
C -6.3125 4.6529 0.6754 -0.245 -0.002 -0.041 -0.131
C -5.5196 3.3632 0.7218 0.126 0.214 -0.255 0.446
O -4.4445 3.7079 1.5834 -0.239 -0.141 0.198 -0.508
C -4.9017 4.6757 2.4295 0.001 0.171 0.104 0.973
O -4.3550 4.9992 3.4318 0.112 -0.011 -0.022 -0.577
O -6.0532 5.2029 1.9742 0.027 -0.136 -0.124 -0.470
F -5.0263 3.0253 -0.4908 0.074 -0.002 0.053 -0.320
H -5.9352 5.3318 -0.0898 0.120 -0.101 -0.040 0.209
H -7.3760 4.4975 0.5225 -0.045 0.055 0.225 0.220
H -6.0578 2.5114 1.1391 0.028 -0.065 -0.077 0.161
Li 3.2974 -0.6079 -0.4244 0.046 -0.426 0.929 0.979
C -1.0669 -5.1366 -1.0773 -0.025 -0.012 -0.105 -0.644
C -0.0036 -4.0572 -0.9910 -0.063 0.002 -0.079 -0.061
O 0.7988 -3.9454 -2.1554 0.234 0.116 0.297 -0.546
C 0.1194 -3.6286 -3.3624 -0.053 0.078 -0.231 -0.083
C -0.6246 -2.3046 -3.3198 -0.036 -0.033 0.212 -0.638
H -0.6092 -6.1058 -1.2766 0.012 -0.008 0.030 0.218
H -1.6158 -5.1936 -0.1369 0.003 -0.021 0.021 0.213
H -1.7868 -4.9419 -1.8728 -0.028 0.048 0.051 0.209
H 0.6832 -4.2930 -0.1778 0.110 -0.001 -0.045 0.181
H -0.4568 -3.0888 -0.7436 -0.075 -0.008 -0.026 0.147
H -0.5569 -4.4414 -3.6452 -0.033 0.027 0.034 0.165
H 0.8855 -3.5802 -4.1343 0.030 -0.096 -0.001 0.229
H -1.4147 -2.2988 -2.5665 -0.063 -0.010 -0.050 0.195
H -1.0827 -2.1027 -4.2873 0.059 -0.002 -0.028 0.232
H 0.0630 -1.4877 -3.0830 0.010 0.010 -0.065 0.184
F 4.7887 0.9517 0.3218 0.120 -0.001 0.846 -0.633
P 5.7817 2.1525 1.0206 2.491 -0.120 -1.544 2.609
F 6.5285 1.9440 2.4211 -1.005 -0.242 0.142 -0.538
F 4.3612 2.2149 2.0369 -0.933 0.311 -0.310 -0.690
F 5.7577 2.8537 -0.4337 -1.190 -0.404 0.178 -0.546
F 7.0214 1.2984 0.4731 -0.168 0.384 -0.160 -0.545
F 5.8202 3.8386 1.4205 -0.561 -0.416 0.838 -0.641
C 3.3549 -5.0965 -6.5801 0.185 -0.201 -0.101 -0.581
C 2.0532 -4.5290 -7.2783 0.421 -0.604 -0.387 -0.055
O 1.5240 -3.6141 -6.4841 -0.232 0.240 0.069 -0.528
H 3.1077 -5.5582 -5.6270 -0.137 0.070 0.023 0.206
H 3.7960 -5.8525 -7.2334 -0.057 -0.001 -0.067 0.209
H 4.0825 -4.3041 -6.4213 -0.099 0.122 -0.012 0.203
H 1.4306 -5.4203 -7.4968 -0.198 0.031 0.408 0.140
H 2.3915 -4.1858 -8.2782 0.104 0.422 0.185 0.144
Ca 3.3157 4.1207 2.2734 0.624 0.203 -0.081 1.280
```
Forces are in eV/Å.

Output
Net charge = +1
E = -81690.15444 eV

***

C5H11NO2 | the ωB97M-V functional and the def2-TZVPD basis

The geometry in XYZ format:
```
19
Properties=species:S:1:pos:R:3:forces:R:3:nbo_charge:R:1
C 1.6424 0.8468 0.3530 1.434 3.320 0.247 -0.606
C 0.6130 -0.0918 -0.2081 1.602 -0.326 2.879 -0.065
C -0.2814 -0.5323 1.0254 0.754 -2.319 -0.358 0.085
C -0.8411 -0.0641 -0.2407 -3.774 6.881 4.454 0.190
C -1.6321 1.3040 0.0171 -1.355 2.681 -2.721 -0.630
H 2.6684 0.2824 0.2351 -1.925 1.525 -0.007 0.233
H 1.6437 1.1548 1.6693 -0.476 -0.737 -4.379 0.217
H 1.5314 1.8598 -0.3979 1.176 -2.253 2.555 0.215
H 1.2678 -0.8065 -2.2961 -0.206 -1.293 5.440 0.356
H 1.6063 -1.7817 -0.5960 1.995 -1.974 0.481 0.387
H -0.0808 -0.1642 2.0105 -0.069 1.543 -0.193 0.205
H -1.0180 -2.1961 0.5549 -0.819 -0.521 -1.022 0.483
H -2.9189 1.2340 -0.1825 4.112 -0.060 0.817 0.240
H -1.2689 2.3115 -0.7892 -1.078 -3.171 2.267 0.187
H -1.3835 1.6960 1.0550 -0.622 -0.526 -1.363 0.215
H -0.6498 -1.0644 -1.5509 -2.303 -1.957 0.524 0.508
N 1.0495 -1.1173 -0.9999 -0.525 1.705 -7.293 -0.827
O -0.4759 -1.8499 1.2436 0.658 -1.893 1.444 -0.704
O -1.4722 -1.0211 -0.9027 1.423 -0.625 -3.772 -0.690
```
Forces are in eV/Å.

Output
Energy above the lowest of the compared OMol25 structures with the same formula, charge and spin = 184.23 kcal per mole

***

C20H36BNO8PS2 | the ωB97M-V functional and the def2-TZVPD basis

The geometry in XYZ format:
```
69
Properties=species:S:1:pos:R:3:forces:R:3:nbo_charge:R:1
C 1.7116 1.3707 5.6989 -0.107 -0.299 0.301 -0.652
C 0.6252 0.2890 5.7051 0.282 -0.210 0.747 -0.070
O -0.7044 0.8222 5.5736 0.584 0.135 -0.689 -0.676
B -1.1934 1.1533 4.3651 -0.248 0.828 0.260 1.143
O -2.2218 2.0834 4.2861 -0.183 -0.928 -0.076 -0.912
C -0.7760 0.4029 3.0071 0.204 0.013 0.380 -0.059
C -1.2609 -0.8637 2.7904 -0.450 -0.392 0.374 -0.172
C -0.9472 -1.5642 1.6464 -0.138 -0.029 0.017 -0.051
C -1.5119 -2.9411 1.4689 0.092 -0.727 -0.146 0.756
O -1.0403 -3.8993 2.0044 -0.089 0.332 0.034 -0.503
O -2.5928 -3.0350 0.6753 0.124 0.363 -0.114 -0.645
C -0.1064 -0.9824 0.7164 -0.242 -0.804 -0.384 -0.213
C 0.3504 0.2772 0.9485 0.166 0.001 -0.388 0.076
N 0.0066 0.9484 2.0596 0.371 0.485 -0.538 -0.509
P 0.5723 2.6439 2.3583 0.089 0.848 1.217 1.013
C -0.3753 3.6361 1.1303 -0.413 -0.373 0.193 -0.732
C -1.6868 4.1510 1.7442 0.236 -0.383 -0.020 -0.607
C 2.2753 2.6448 1.7114 -0.215 0.016 -0.999 -0.761
C 2.3887 2.6174 0.1647 0.399 0.176 0.562 -0.620
H 1.3278 2.3321 5.3761 0.007 0.046 -0.278 0.232
H 2.5579 1.0475 5.0969 0.024 0.190 -0.197 0.213
H 2.0865 1.5068 6.7104 0.024 0.093 0.051 0.230
H 0.6546 -0.1837 6.6823 -0.225 -0.182 0.004 0.205
H 0.8296 -0.5053 4.9851 -0.221 0.126 -0.289 0.171
H -3.0739 1.6292 4.3757 -0.034 0.521 0.013 0.509
H -1.9058 -1.3186 3.5302 0.025 -0.020 0.112 0.242
H -2.7450 -2.1913 0.2192 -0.062 -0.134 -0.056 0.498
H 0.1579 -1.5085 -0.1889 0.137 0.147 -0.147 0.276
H 0.9948 0.7313 0.2096 -0.051 0.091 0.201 0.274
H -0.5736 3.0211 0.2512 0.050 0.183 -0.196 0.231
H 0.2286 4.4907 0.8302 0.357 -0.119 -0.019 0.253
H -2.4180 3.3481 1.7817 -0.193 0.033 -0.024 0.211
H -2.0766 4.9794 1.1610 -0.109 0.011 -0.046 0.227
H -1.5311 4.4691 2.7712 -0.012 0.187 0.055 0.225
H 2.7259 3.5662 2.0801 -0.128 0.070 0.258 0.265
H 2.8545 1.8401 2.1599 -0.117 -0.125 0.186 0.246
H 2.6848 3.5806 -0.2415 0.043 0.089 0.062 0.236
H 1.4498 2.3625 -0.3120 0.161 -0.033 -0.279 0.197
H 3.1652 1.9135 -0.1088 -0.135 0.004 -0.239 0.236
C 4.3875 -2.1712 -2.4589 -0.085 0.016 -0.074 -0.407
C 4.3590 -1.6324 -3.8944 0.050 0.020 0.075 -0.402
C 3.2989 -0.5251 -3.9478 -0.029 -0.196 -0.234 -0.673
S 3.2218 0.1750 -2.2958 0.494 -0.430 -0.341 2.166
O 1.9190 -0.0998 -1.7188 -0.005 0.227 0.118 -0.982
O 3.7636 1.5094 -2.3041 -0.261 0.106 0.042 -0.936
C 4.4107 -0.9419 -1.5563 0.065 -0.256 0.070 -0.671
H 5.2509 -2.8096 -2.2818 0.000 0.001 0.012 0.236
H 3.4883 -2.7599 -2.2646 0.009 -0.006 0.025 0.216
H 5.3364 -1.2195 -4.1493 -0.002 0.009 0.015 0.216
H 4.1375 -2.4168 -4.6153 -0.018 0.016 -0.014 0.237
H 3.5592 0.2665 -4.6456 -0.095 0.096 0.073 0.262
H 2.3122 -0.9197 -4.1840 -0.052 0.047 0.074 0.258
H 4.1209 -1.1490 -0.5280 -0.043 0.107 0.010 0.247
H 5.3810 -0.4471 -1.5821 -0.027 0.062 -0.003 0.248
C -4.8964 -2.6144 -2.8453 0.042 0.097 -0.050 -0.403
C -5.1623 -1.5515 -3.9202 0.031 -0.057 0.024 -0.403
C -3.8800 -0.7223 -4.0753 -0.306 0.085 -0.030 -0.674
S -2.5252 -1.8160 -3.6297 -0.311 -0.220 -0.066 2.168
O -1.8989 -1.3123 -2.4220 0.082 -0.015 0.071 -0.983
O -1.7462 -2.1310 -4.7959 0.299 0.134 0.147 -0.927
C -3.5394 -3.2227 -3.1877 -0.242 -0.073 0.151 -0.674
H -5.6768 -3.3726 -2.8223 0.002 -0.002 0.017 0.238
H -4.8577 -2.1430 -1.8599 -0.011 -0.031 0.015 0.201
H -5.3995 -2.0426 -4.8652 0.016 -0.009 0.001 0.218
H -6.0078 -0.9169 -3.6609 0.004 0.011 -0.015 0.231
H -3.7273 -0.3793 -5.0950 0.135 0.017 0.020 0.261
H -3.8587 0.1249 -3.3924 0.088 -0.026 0.030 0.244
H -3.0754 -3.7578 -2.3618 0.114 0.026 -0.046 0.257
H -3.6019 -3.8668 -4.0638 0.051 0.015 -0.025 0.250
```
Forces are in eV/Å.

Output
Net charge = +1
E = -70825.83099 eV